No. 1
81
Properties=species:S:1:pos:R:3:forces:R:3:mulliken_charge:R:1 method="wB97M-V/def2-TZVPD" orbital_gap_ev=7.9 fmax_ev_per_a=0.59
Li 2.18777 -0.28569 -0.27220 0.16 0.45 0.35 1.176
N 5.13906 -0.25909 -0.86732 -0.08 0.34 0.00 -0.286
C 5.44581 1.07986 -0.83696 -0.07 -0.28 0.01 0.506
C 6.75917 1.49987 -0.87766 0.13 0.08 -0.02 -0.740
C 7.11039 2.85818 -0.79976 0.02 -0.10 -0.01 -0.655
C 6.15649 3.82686 -0.68127 -0.07 0.02 0.02 -0.950
C 4.79702 3.44279 -0.62073 -0.01 0.08 -0.01 1.131
C 3.76117 4.39640 -0.47969 0.07 0.01 0.01 -0.706
C 2.46402 3.99200 -0.40113 -0.07 -0.01 0.01 -0.948
C 2.18624 2.61292 -0.46553 0.06 -0.03 -0.01 0.095
N 3.11185 1.69181 -0.60381 0.01 -0.22 -0.09 -0.104
C 4.42324 2.08006 -0.69023 -0.12 -0.15 0.02 0.100
H 5.87422 -0.89655 -1.11974 0.04 0.02 0.01 0.265
H 4.22838 -0.57831 -1.15401 0.08 0.00 0.01 0.030
H 7.53781 0.75064 -0.97685 -0.03 0.06 0.00 0.337
H 8.15761 3.13174 -0.84029 -0.02 -0.02 -0.01 0.380
H 6.41665 4.87718 -0.62876 -0.02 -0.04 0.00 0.367
H 4.02292 5.44723 -0.43153 0.00 -0.01 0.00 0.400
H 1.65191 4.69757 -0.28654 0.02 -0.01 -0.02 0.463
H 1.15727 2.26847 -0.39551 0.07 0.01 -0.01 0.281
C -3.06630 2.34036 -2.00936 -0.01 0.03 -0.07 -1.940
C -3.22904 0.83905 -2.29230 -0.02 0.01 -0.02 2.458
C -2.47802 0.56904 -3.60729 -0.03 0.04 -0.07 -1.763
C -4.72392 0.54003 -2.51672 0.01 0.06 -0.04 -1.730
Si -2.56430 -0.21764 -0.84231 0.13 -0.07 0.10 -0.790
Br -0.29194 -0.10237 -1.08633 0.00 0.03 -0.17 -0.355
C -2.93918 -2.08558 -0.97772 -0.03 -0.04 0.02 2.854
C -4.35427 -2.37573 -0.43968 0.02 -0.07 -0.06 -1.782
C -2.86998 -2.56500 -2.43627 0.00 -0.07 0.00 -2.215
C -1.92090 -2.94120 -0.20060 -0.05 -0.06 -0.01 -1.834
C -2.87898 0.53562 0.89136 0.00 0.02 0.02 2.603
C -2.49504 -0.44754 2.00751 -0.01 0.03 0.07 -2.213
C -2.03568 1.79768 1.14334 -0.04 0.05 0.06 -1.673
C -4.36862 0.89292 1.05153 0.01 -0.02 0.08 -1.825
H -3.38615 2.89787 -2.89756 0.01 -0.02 0.05 0.597
H -2.02350 2.60603 -1.81396 -0.05 -0.03 -0.02 0.249
H -3.67463 2.68577 -1.17442 0.00 -0.01 0.01 0.328
H -2.91958 1.19988 -4.38888 0.03 -0.05 0.04 0.538
H -2.54978 -0.46347 -3.94088 0.00 0.00 0.01 0.342
H -1.42028 0.82635 -3.53264 -0.06 0.00 0.01 0.301
H -5.10598 1.20857 -3.29691 0.01 -0.02 0.04 0.532
H -5.33047 0.70162 -1.62321 0.03 0.01 0.01 0.286
H -4.89232 -0.48202 -2.85757 0.01 0.03 0.02 0.290
H -5.12944 -1.81843 -0.97140 0.02 -0.01 0.01 0.302
H -4.45279 -2.15799 0.62405 0.02 0.00 0.00 0.309
H -4.56963 -3.44232 -0.57209 0.01 0.05 0.00 0.543
H -3.65697 -2.13880 -3.05854 0.02 0.00 -0.01 0.399
H -2.99920 -3.65364 -2.44805 0.01 0.07 -0.01 0.607
H -1.90082 -2.34995 -2.89285 -0.03 -0.02 0.04 0.339
H -1.85891 -2.69013 0.85681 0.00 0.01 -0.02 0.171
H -0.91954 -2.87463 -0.63061 -0.06 0.00 0.01 0.235
H -2.23272 -3.99095 -0.27296 0.02 0.08 0.01 0.583
H -1.44550 -0.74669 1.95050 -0.03 0.00 -0.02 0.309
H -3.11009 -1.34640 2.01435 0.01 -0.01 0.00 0.246
H -2.63930 0.05288 2.97331 0.00 -0.04 -0.05 0.642
H -0.96755 1.56946 1.14502 -0.05 -0.01 0.00 0.097
H -2.29149 2.18865 2.13604 0.02 -0.01 -0.06 0.554
H -2.21440 2.59232 0.42172 0.00 -0.01 0.01 0.304
H -5.02382 0.03144 0.90082 0.03 0.03 0.00 0.306
H -4.68949 1.68256 0.37166 0.02 0.00 -0.01 0.323
H -4.53636 1.25546 2.07230 -0.01 -0.02 -0.04 0.520
N 2.33241 0.29321 3.85720 0.00 -0.01 0.01 -0.018
C 2.67652 0.59513 2.57620 -0.11 -0.10 0.00 -0.602
N 2.21391 -0.26457 1.71250 -0.21 -0.07 0.20 -0.032
C 1.52291 -1.21617 2.47147 0.07 0.03 -0.19 0.344
C 0.86679 -2.37670 2.06070 -0.01 0.02 -0.07 0.334
C 0.26129 -3.14038 3.03681 0.01 0.01 0.04 -1.087
C 0.31093 -2.77395 4.39372 0.01 0.02 -0.04 -0.572
C 0.97515 -1.63796 4.81415 -0.01 -0.01 0.00 -1.185
C 1.58130 -0.87335 3.82089 0.09 0.14 0.05 0.647
H 2.60688 0.80690 4.67464 0.00 0.01 0.00 0.194
H 3.27017 1.46454 2.32621 -0.05 -0.07 0.03 0.462
H 0.86548 -2.67887 1.02004 -0.03 0.02 0.10 0.203
H -0.24748 -4.05439 2.75541 0.02 0.04 0.01 0.475
H -0.17017 -3.40681 5.12873 0.00 0.02 -0.01 0.410
H 1.02603 -1.36705 5.86148 0.00 0.00 -0.04 0.413
F 1.42093 -3.63897 -1.41519 0.23 0.03 0.11 -0.319
B 2.70115 -3.29617 -0.98050 0.00 -0.05 0.01 0.320
F 2.70045 -1.80197 -0.88401 0.05 -0.27 -0.28 -0.449
F 2.95614 -3.76409 0.30362 -0.02 0.05 -0.29 -0.373
F 3.69711 -3.62538 -1.88373 -0.22 0.06 0.17 -0.358

No. 2
81
Properties=species:S:1:pos:R:3:forces:R:3:mulliken_charge:R:1 method="wB97M-V/def2-TZVPD" orbital_gap_ev=6.6 fmax_ev_per_a=1.19 e_above_lowest_kcal_mol=26.0
Pt 2.67050 -1.30391 0.02743 0.01 -1.18 0.19 1.104
S 4.67514 -1.30109 1.11074 0.22 -0.27 0.04 -0.321
C 4.25099 -2.82013 1.85098 0.00 0.12 -0.06 0.796
S 2.60312 -3.22979 1.41614 0.00 0.64 0.39 -0.464
C 5.07383 -3.58866 2.61325 -0.22 0.09 -0.10 0.330
C 6.41557 -3.18443 2.87518 -0.23 -0.04 -0.01 -0.123
N 7.48802 -2.83567 3.08653 0.32 0.10 0.04 -0.439
C 4.59485 -4.81122 3.17242 0.09 0.18 -0.13 -0.109
N 4.18393 -5.79302 3.60175 -0.11 -0.26 0.14 -0.441
C 1.55831 4.24504 1.36673 0.02 0.01 0.05 -1.157
C 0.52238 4.11226 0.26220 -0.06 0.03 -0.01 -0.284
C 0.94996 3.27232 -0.93666 -0.04 -0.02 -0.01 -1.071
C 1.10980 1.76910 -0.66576 -0.02 -0.08 -0.09 -0.079
Ge 2.86024 1.17893 -0.00874 -0.05 0.30 0.10 -0.307
C 4.39284 1.88777 -0.98612 0.06 0.05 0.05 -0.776
C 4.84444 3.26455 -0.49700 0.03 -0.02 0.06 -0.420
C 6.18426 3.69305 -1.09501 0.02 -0.01 0.06 -0.689
C 6.14837 3.84020 -2.60859 0.00 0.02 -0.02 -1.186
H 1.20654 4.91653 2.14912 -0.02 0.03 0.02 0.462
H 2.49614 4.64811 0.98514 0.08 0.03 -0.05 0.196
H 1.77845 3.29049 1.84128 -0.01 -0.08 0.03 0.226
H 0.26108 5.10725 -0.10343 -0.01 0.05 0.00 0.431
H -0.39777 3.69675 0.68246 -0.05 -0.03 0.01 0.177
H 1.87037 3.67995 -1.35949 0.09 0.06 -0.04 0.526
H 0.19610 3.39296 -1.71951 -0.02 0.00 -0.03 0.464
H 0.96636 1.22168 -1.60001 0.03 -0.01 -0.01 0.159
H 0.33926 1.41535 0.02228 -0.06 -0.02 0.06 0.253
H 3.07177 1.46568 1.49036 -0.06 -0.15 0.02 -0.029
H 4.14601 1.89443 -2.04621 0.00 0.01 -0.03 0.563
H 5.20550 1.16695 -0.86109 0.01 -0.02 -0.02 0.550
H 4.92435 3.26332 0.59363 0.02 0.00 0.03 0.379
H 4.09324 4.01768 -0.74503 -0.08 0.06 -0.02 0.121
H 6.94560 2.96067 -0.81296 0.02 -0.01 0.00 0.325
H 6.48712 4.64100 -0.64294 -0.02 0.00 0.01 0.368
H 5.97041 2.88691 -3.10207 -0.02 -0.08 -0.04 0.299
H 7.08794 4.23315 -2.99152 0.07 0.02 -0.01 0.379
H 5.35585 4.52429 -2.91448 -0.06 0.06 -0.02 0.296
Br 3.48133 -0.99826 -2.20482 0.14 0.51 -0.59 -0.510
C -2.85041 -1.12467 1.47316 0.07 0.05 0.00 -1.650
C -3.44330 -2.53263 1.39598 -0.01 0.08 -0.03 2.680
C -2.57772 -3.48846 2.22667 0.04 -0.08 0.06 -1.859
C -4.81357 -2.47521 2.08847 0.00 0.00 -0.01 -2.133
C -3.60091 -3.09324 -0.05525 -0.09 -0.22 -0.06 1.572
O -4.21278 -4.39084 0.07362 -0.14 -0.15 0.04 -0.678
C -4.52536 -2.33632 -1.04323 0.02 0.04 -0.04 -1.458
C -4.08280 -1.15880 -1.92807 0.00 -0.04 -0.07 -1.347
C -4.06006 0.21519 -1.31533 0.05 -0.02 0.07 0.127
C -2.90214 0.98288 -1.33164 -0.05 -0.03 0.06 -0.030
C -2.86787 2.24572 -0.76158 -0.04 0.04 0.04 -0.604
C -4.01295 2.74802 -0.16928 0.01 0.05 0.01 0.218
Cl -3.97763 4.32591 0.55963 0.01 -0.01 0.00 -0.240
C -5.19045 2.01697 -0.16084 0.09 0.03 -0.01 -0.740
C -5.20478 0.76094 -0.74131 0.05 -0.04 0.04 -0.155
C -2.29405 -3.57356 -0.72641 0.06 -0.07 -0.06 -2.615
N -1.18369 -2.64979 -0.92333 0.15 -0.04 -0.02 1.397
C -0.16194 -2.41077 -0.11603 0.15 0.15 0.18 0.378
N 0.72360 -1.63243 -0.72591 -0.27 -0.33 0.06 -0.246
C 0.18250 -1.44982 -1.95995 0.15 0.13 -0.08 -0.767
N -0.95924 -2.05706 -2.11647 -0.20 0.10 -0.15 -1.045
H -2.54020 -0.93456 2.50101 0.02 0.03 0.06 0.597
H -3.57683 -0.36375 1.21099 -0.14 0.12 -0.10 0.344
H -1.98210 -0.97230 0.83721 0.05 0.00 -0.04 -0.002
H -2.67342 -3.23460 3.28213 -0.01 0.02 0.03 0.521
H -1.51660 -3.42305 1.99602 0.01 0.00 -0.02 0.164
H -2.88835 -4.52399 2.09844 -0.02 0.00 0.01 0.391
H -4.68446 -2.04706 3.08173 0.02 0.03 0.05 0.497
H -5.25208 -3.46255 2.23033 -0.01 -0.06 0.00 0.528
H -5.52576 -1.84070 1.56477 -0.04 0.06 -0.08 0.375
H -5.13504 -4.26794 0.32407 0.03 -0.02 -0.04 0.516
H -5.43433 -2.05824 -0.50731 -0.04 0.05 0.06 0.580
H -4.83311 -3.12379 -1.73779 0.05 0.02 0.04 0.376
H -4.80516 -1.13714 -2.74950 0.00 0.01 -0.01 0.479
H -3.12223 -1.36409 -2.39621 -0.01 -0.03 0.03 0.506
H -2.00717 0.58473 -1.78951 0.09 -0.05 -0.04 0.475
H -1.96394 2.83811 -0.77427 0.02 0.01 -0.01 0.407
H -6.07900 2.43270 0.28844 -0.07 0.03 0.04 0.443
H -6.12742 0.19547 -0.73972 -0.07 -0.05 0.00 0.427
H -2.54321 -3.95867 -1.71646 0.01 0.07 0.09 0.414
H -1.90291 -4.40866 -0.14538 -0.11 0.05 0.00 0.549
H -0.06782 -2.78828 0.88455 0.03 -0.04 0.05 0.008
H 0.66447 -0.88389 -2.73263 0.06 0.05 -0.12 0.600

HOMO energy values (in eV) by entry order: -7.922; -8.449.